Entry 1:
Here is a structure of composition C22H42NP3SSeTb in a non-equilibrium geometry from OMol25. Energies are from ωB97M-V/def2-TZVPD.

Results
Spin multiplicity: 7
Charge: +3
LUMO (spin up / spin down), eV: -9.846 / -9.413
⟨S²⟩: 12.705
HOMO-LUMO gap (spin up / spin down), eV: 6.1 / 6.5

XYZ file:
```
71
Properties=species:S:1:pos:R:3:forces:R:3
Tb -0.29841 -1.49838 0.27371 0.6 1.8 0.7
P 0.31003 1.47534 1.77861 -0.1 1.0 0.9
P -2.55675 0.30005 0.30710 -1.3 0.4 -0.6
P 2.41138 -0.46227 0.08315 1.6 -0.3 -0.9
H -1.44263 -3.37002 -4.08868 0.3 -0.4 0.0
C -0.61847 -3.89555 -3.58592 -0.2 0.4 0.1
C -0.43037 -3.59740 -2.28364 0.7 -0.5 -0.5
H -1.13067 -2.92480 -1.72916 0.1 -0.4 -0.7
C 0.44232 3.10279 0.90749 -0.1 -0.4 -0.5
C -0.98125 1.98208 3.00103 -0.4 -0.1 0.0
C 1.76428 1.71257 2.88703 0.3 -0.4 0.1
C -3.12231 -0.60603 -1.18199 -0.2 0.0 -0.2
C -4.02675 0.12308 1.38451 -0.1 -0.5 0.5
C -2.96377 2.02484 -0.22053 0.8 0.3 -0.1
C 2.82413 -1.47494 -1.39804 -0.1 -0.1 0.2
C 3.72602 -1.03721 1.22770 0.0 -0.4 0.4
C 3.28175 1.06650 -0.48287 -0.4 0.7 0.1
H -0.04452 -4.62519 -4.24230 -0.5 1.0 1.4
H 0.37584 -4.07133 -1.70886 -0.3 0.1 -0.1
H 0.55418 3.87620 1.67929 0.0 -0.2 -0.3
H -0.46461 3.30273 0.32350 0.3 0.0 0.0
H 1.31964 3.09345 0.24879 -0.3 0.2 0.1
H -0.97575 3.07747 3.16372 0.1 -0.6 -0.1
H -0.78839 1.49719 3.96784 -0.2 0.1 -0.3
H -1.97965 1.68869 2.63953 0.3 0.2 0.3
H 1.88528 2.77215 3.17149 -0.1 -0.4 -0.2
H 2.68662 1.37266 2.39432 -0.2 0.2 0.3
H 1.61019 1.12176 3.80117 0.2 0.2 -0.4
H -4.21384 -0.47121 -1.20532 0.3 -0.3 -0.3
H -2.89421 -1.69087 -1.16211 -0.3 0.3 0.0
H -2.66648 -0.15077 -2.07456 -0.2 -0.3 0.3
H -4.88223 0.63184 0.90107 0.4 -0.4 0.3
H -3.85776 0.57741 2.36898 -0.1 -0.1 -0.2
H -4.26504 -0.93661 1.53169 -0.1 0.2 0.0
H -4.05045 2.10857 -0.35499 0.3 -0.2 0.0
H -2.45958 2.30087 -1.15239 -0.1 -0.1 0.2
H -2.65418 2.73971 0.54780 -0.1 -0.1 0.0
H 3.92217 -1.44314 -1.46708 -0.4 -0.3 -0.3
H 2.36883 -1.01947 -2.28439 0.2 -0.2 0.0
H 2.47628 -2.51585 -1.29957 0.3 0.2 -0.1
H 4.57895 -1.44026 0.64502 -0.5 0.3 0.3
H 3.33747 -1.82069 1.88431 0.2 0.0 0.0
H 4.09272 -0.20585 1.84702 -0.2 -0.3 -0.2
H 4.27544 0.77526 -0.87794 -0.6 0.0 0.2
H 3.44422 1.78538 0.33690 -0.1 -0.3 -0.2
H 2.70487 1.57893 -1.26171 0.2 -0.1 0.1
C 0.22215 0.92207 -4.28731 0.5 -0.6 -1.1
C -0.26922 -0.29607 -4.76330 -0.2 -0.5 -0.8
C -0.04160 -0.72818 -6.06970 0.8 1.1 -0.2
C 0.75164 0.10013 -6.90113 -0.4 -0.2 0.3
C 1.29287 1.30937 -6.41643 0.1 -0.1 0.1
C 1.06662 1.72775 -5.09226 -0.7 -0.8 0.6
Se -0.21955 1.11019 -2.41384 1.1 -0.4 0.2
H 0.41228 -0.27886 -2.26952 -0.4 0.8 0.5
H -0.82150 -0.97270 -4.11427 -0.1 0.3 0.0
H -0.45427 -1.67613 -6.43975 0.3 0.5 0.2
H 0.91835 -0.23767 -7.92969 0.1 0.4 0.4
H 1.94042 1.94499 -7.04998 -0.5 -0.6 0.4
H 1.54845 2.61210 -4.67695 -0.2 -0.1 -0.3
S -0.03519 -2.89813 2.52323 -0.1 0.3 -0.3
C -0.28054 -1.79303 3.87131 -1.4 0.3 -0.1
N -1.58396 -1.58987 4.28615 0.9 0.5 1.1
C -1.89133 -0.83385 5.39462 -0.1 -0.5 -1.1
C -0.89975 -0.17691 6.06729 0.2 0.6 0.5
C 0.41979 -0.30547 5.64620 0.0 -1.2 -0.8
C 0.72856 -1.14267 4.55891 0.1 -0.2 0.3
H -2.31849 -2.12453 3.83620 0.0 0.0 0.0
H -2.93809 -0.75148 5.67193 0.1 -0.2 -0.1
H -1.14238 0.46350 6.92055 0.0 -0.4 -0.3
H 1.22323 0.17821 6.16232 0.2 0.3 0.3
H 1.74697 -1.39244 4.24467 -0.3 0.4 0.3
```
Positions in Å, forces in eV/Å.



Entry 2:
Here is an isolated molecule of C3H7N in a non-equilibrium geometry from OMol25. Energies are from ωB97M-V/def2-TZVPD.

Results
Energy above the lowest of the compared OMol25 structures with the same formula, charge and spin, kJ/mol: 31.65
Spin multiplicity: 1
LUMO, eV: 1.285
Structure (SMILES): C/C=C/N
HOMO-LUMO gap, eV: 9.1

XYZ file:
```
11
Properties=species:S:1:pos:R:3:forces:R:3
C 0.85180 1.23398 1.23414 -1.7 -0.2 0.0
C 0.33486 -0.02232 0.54524 1.2 0.7 0.2
C -0.50688 -0.05823 -0.48584 0.0 -0.7 0.4
N -0.75671 -1.20782 -1.23577 -0.6 0.1 -0.2
H 1.90348 1.12867 1.47474 0.1 0.2 -0.1
H 0.64512 2.09854 0.60192 0.4 0.1 0.0
H 0.29021 1.42004 2.15866 0.3 0.0 0.1
H 0.92606 -0.87735 0.86203 -0.3 -0.4 -0.4
H -1.18044 0.76401 -0.69822 0.3 0.2 -0.3
H -1.14274 -1.07224 -2.16077 0.2 0.0 0.3
H -0.05085 -1.92022 -1.19644 0.1 0.0 0.0
```
Positions in Å, forces in eV/Å.



Number 1: DFT total energy -5565.382132 a.u.. Number 2: DFT total energy -173.230025 a.u..